Entry from the OMol25 dataset: a single C5H7NO molecule at a distorted geometry (ωB97M-V/def2-TZVPD).

The geometry in XYZ format:
```
14
Properties=species:S:1:pos:R:3:forces:R:3
H 2.654491 0.539374 1.024986 0.3 0.3 -0.5
H 1.886488 -1.118715 1.083912 -0.1 0.4 0.8
C 0.748917 0.119196 -0.161719 0.1 -0.2 -0.3
C -1.880091 0.167363 -0.007012 0.1 0.0 -0.1
N 0.327315 1.323549 -2.375411 0.1 0.3 1.1
C 1.995617 -0.174754 0.547697 0.1 0.1 0.5
H -0.476122 -0.306371 1.549704 0.2 0.0 -0.4
H -0.575438 -1.539841 0.314000 0.0 -0.1 -0.1
O 2.018402 -0.520246 -0.793705 -0.9 -1.1 0.1
C 0.561898 1.006502 -1.285939 -0.5 0.8 -0.8
H -1.999984 1.205629 0.325136 0.2 -0.2 -0.1
H -1.982656 0.149933 -1.092628 0.0 0.0 0.0
H -2.723522 -0.392760 0.411172 0.2 0.0 0.0
C -0.555317 -0.458855 0.459810 0.1 -0.3 -0.2
```
Positions in Å, forces in eV/Å.

- max |F| (hartree/bohr) = 0.028
- lowest unoccupied orbital energy (Ha) = 0.0280
- HOMO (eV) = -10.35
- relative energy (zero: lowest compared OMol25 entry of this formula, charge and spin) (eV) = 3.278